# 1
{
  "formula": "C28H47BrIN3O3PbS2Si2",
  "method": "wB97M-V/def2-TZVPD",
  "homo_energy_ev": -7.940,
  "relative_energy_kcal_mol": 85.7,
  "charge": 0,
  "symbols": ["H", "C", "C", "H", "C", "H", "H", "H", "Si", "H", "H", "H", "H", "H", "I", "H", "H", "C", "N", "N", "H", "C", "H", "H", "S", "H", "H", "C", "C", "C", "H", "H", "H", "H", "C", "H", "C", "C", "C", "C", "Br", "C", "H", "C", "H", "C", "H", "H", "H", "H", "H", "H", "H", "H", "C", "C", "C", "Si", "H", "C", "C", "Pb", "H", "N", "H", "H", "C", "C", "H", "H", "H", "C", "H", "H", "H", "C", "H", "O", "H", "O", "H", "S", "C", "O", "C", "H", "H", "C"],
  "coordinates": [[-1.0161, 3.6784, -0.1293], [2.2377, -2.8438, -1.9495], [-2.6905, -1.2502, 3.1988], [1.0155, -1.7682, -3.8259], [1.8860, -4.7415, -4.3019], [-0.2223, -4.6400, 2.4393], [0.8117, -4.6665, -4.1575], [-2.9437, 3.6609, -4.2604], [2.8461, -4.4523, -2.6711], [-2.7321, 4.9383, 2.9384], [2.0940, -5.7260, -4.7141], [5.3138, -4.3640, -2.1930], [1.6539, -1.4180, -6.1582], [-2.1513, -0.2667, 5.7201], [2.2285, 2.0221, -1.5082], [2.2746, -0.8212, 4.5242], [-1.4120, 5.3790, 0.1411], [-2.8877, 0.3116, 5.1654], [-1.6384, -2.1769, -0.9174], [-0.9786, -4.4203, 1.8144], [2.9773, -5.6429, -0.4706], [2.4258, -5.8021, -1.3924], [0.9834, 4.4241, 2.8967], [-2.8237, 1.3513, 5.4789], [0.6108, -2.5108, 1.0597], [-3.6791, -1.6719, 3.3655], [-1.5926, 6.2433, 2.5749], [-1.5248, 4.3715, 0.5349], [-1.6801, 5.2117, 2.9013], [2.1347, 1.9562, 4.1536], [0.5956, -0.2469, 4.4197], [-2.5840, -3.7150, 0.1105], [2.5536, 2.8331, 3.6661], [4.9206, -3.4205, -3.6159], [0.5574, 4.6007, 1.9128], [-1.9720, -2.4360, -1.8384], [4.6992, -4.3424, -3.0861], [-2.6201, 0.2079, 3.6612], [1.5005, -0.4526, 3.8572], [-0.4298, 2.6729, -6.2625], [-2.9156, 1.2806, -2.5853], [1.0558, -0.6678, -5.6640], [0.0591, 2.9306, -7.1904], [-1.7452, 1.9285, -3.9481], [2.7998, 1.6507, 4.9576], [-0.1391, 0.0106, -3.6870], [3.1100, -0.2555, 1.6776], [1.3679, -5.7810, -1.1445], [5.0036, -5.1686, -3.7223], [-3.4918, 0.9324, 1.8235], [-2.5798, 4.1119, 0.5616], [0.7218, 5.6379, 1.6328], [4.0466, 0.2918, 3.0784], [1.1638, 2.2143, 4.5708], [3.2559, 0.5607, 2.3813], [1.9596, 0.8186, 3.1493], [-1.3714, 3.4999, -5.7187], [-0.5919, 1.4705, 2.2524], [2.1699, -4.0099, -5.0541], [1.6787, -1.8461, -1.5615], [-3.6289, 1.0593, 2.8954], [0.3833, -0.0483, -1.3921], [2.6665, -6.7964, -1.7575], [-1.6779, -3.2824, -0.0605], [1.2772, -1.2159, 3.1170], [1.1431, 0.7519, -7.2507], [-0.9337, 4.2782, 1.9415], [0.7583, 0.5176, -6.2694], [-3.4705, 2.1060, 3.1341], [-1.2701, 5.1168, 3.9035], [3.5538, 1.4492, 1.8301], [-2.0926, 3.0848, -4.5909], [-2.4602, -1.2878, 2.1374], [1.0604, 3.9568, 1.1956], [-1.6138, 4.4431, -6.1840], [-0.7420, -3.4313, 0.9157], [-2.1723, -1.3838, -0.5577], [-1.2895, 0.6484, 3.4545], [-3.8816, -0.0662, 5.3910], [0.9864, 1.2046, 2.1839], [-4.6421, 0.7725, 3.1627], [-1.3702, 0.7313, 0.3865], [0.6539, -0.8899, -4.3351], [-1.1367, 2.9745, 2.4640], [-0.0920, 1.4520, -5.6439], [-1.6967, -5.1098, 1.6737], [-1.9499, -1.8366, 3.7376], [-0.6621, 1.1249, -4.3739]],
  "forces_ev_per_a": [[0.04, -0.07, -0.13], [0.55, -1.02, -0.58], [0.05, 0.28, 0.11], [0.15, -0.03, 0.10], [0.31, 0.12, 0.64], [-0.06, 0.05, -0.03], [-0.16, 0.03, 0.10], [-0.03, 0.00, 0.11], [-0.15, 0.01, -0.04], [-0.12, -0.01, -0.03], [0.09, -0.17, 0.01], [0.09, 0.01, 0.21], [0.10, -0.02, -0.13], [0.05, -0.05, 0.03], [0.01, 0.11, 0.10], [0.14, -0.01, 0.10], [0.00, 0.12, -0.01], [0.11, 0.01, -0.36], [-0.11, 0.11, -0.17], [-0.37, -0.17, -0.17], [0.12, 0.09, 0.14], [0.26, 0.42, -0.52], [0.10, 0.05, 0.12], [0.00, 0.09, 0.05], [0.11, 0.09, 0.32], [-0.14, -0.03, 0.06], [0.00, 0.17, -0.04], [0.11, -0.12, 0.29], [0.21, -0.27, -0.22], [-0.01, -0.18, -0.27], [-0.02, -0.09, 0.16], [0.23, 0.25, -0.09], [0.03, 0.11, -0.04], [-0.06, 0.17, -0.08], [-0.27, -0.17, 0.08], [0.06, -0.11, 0.07], [-0.67, -0.08, 0.23], [-0.57, -0.43, 0.31], [0.01, 0.21, -0.15], [-0.11, 0.14, -0.03], [0.21, 0.17, -0.18], [-0.02, 0.17, -0.28], [0.05, 0.04, -0.10], [-0.28, 0.13, 0.08], [0.05, -0.01, 0.10], [0.22, -0.51, 1.18], [0.02, -0.09, -0.10], [-0.17, 0.09, -0.03], [0.00, -0.19, -0.09], [-0.13, 0.00, -0.11], [-0.15, -0.03, -0.05], [0.01, 0.11, -0.05], [0.09, -0.04, 0.04], [-0.10, 0.07, 0.18], [-0.34, 0.10, 0.17], [0.61, -0.14, 0.47], [0.18, -0.11, -0.20], [-0.31, -0.35, -0.65], [0.08, 0.16, -0.07], [-0.60, 1.24, 0.13], [0.28, -0.02, 0.12], [-0.45, -0.26, -0.30], [0.06, -0.17, -0.12], [-0.56, -0.20, 0.08], [0.00, -0.08, 0.07], [0.07, 0.02, -0.12], [-0.03, 0.63, -0.18], [0.22, -0.28, -0.03], [-0.10, 0.18, 0.05], [0.08, 0.02, 0.11], [0.02, 0.08, -0.08], [-0.04, -0.14, 0.27], [0.06, -0.10, -0.13], [0.14, -0.08, -0.10], [-0.04, 0.05, -0.08], [0.37, 0.13, 0.18], [-0.05, -0.33, 0.09], [0.26, -0.05, 0.20], [-0.11, -0.04, 0.08], [0.14, 0.24, -0.22], [-0.13, -0.04, 0.01], [0.60, -0.14, -0.91], [-0.20, 0.06, 0.05], [0.14, -0.04, 0.16], [-0.32, -0.02, 0.46], [0.00, -0.08, -0.06], [0.06, -0.12, 0.02], [0.03, 0.33, -0.33]]
}


# 2
{
  "formula": "C28H47BrIrNOP3",
  "method": "wB97M-V/def2-TZVPD",
  "homo_energy_ev": [-17.824, -20.026],
  "multiplicity": 6,
  "relative_energy_kcal_mol": 122.6,
  "charge": 4,
  "symbols": ["C", "H", "P", "H", "H", "C", "C", "H", "H", "C", "H", "C", "H", "C", "H", "H", "H", "H", "H", "C", "C", "C", "H", "H", "C", "C", "C", "H", "H", "C", "H", "C", "H", "H", "C", "H", "H", "H", "H", "H", "H", "C", "C", "H", "C", "H", "Br", "H", "H", "C", "H", "H", "H", "H", "H", "O", "C", "P", "H", "H", "H", "H", "H", "C", "H", "C", "C", "H", "P", "C", "Ir", "C", "C", "H", "N", "H", "H", "H", "H", "C", "H", "C"],
  "coordinates": [[-2.5665, -0.0396, -2.3312], [-1.5768, -2.9132, 3.4630], [-0.6656, 0.2373, 0.9642], [-0.1714, 1.6710, 4.4687], [-4.0530, -0.7678, 2.5304], [-4.9085, 0.2354, -2.1133], [-2.3026, -0.5675, 1.3100], [2.9693, 4.2940, 1.5943], [-2.1376, -1.6298, 1.5115], [-3.6799, 0.8174, -2.4191], [6.0174, -0.2056, 0.0766], [5.2467, 0.4386, -0.3705], [4.1214, 0.9135, 1.4180], [-0.0467, 0.4897, 2.7312], [2.9908, 0.6487, -2.6036], [1.4736, 1.5326, -2.4248], [-0.2371, -0.4652, 3.2529], [3.9116, 3.8139, 0.1706], [-3.3341, 1.7773, 0.1785], [-0.3858, -1.5272, -2.2902], [3.3419, 3.4303, 1.0266], [1.3466, -2.1905, -3.8582], [-1.0141, 1.8056, -0.7561], [1.6630, -5.0140, 0.8104], [-3.6648, 2.1691, -2.8149], [-0.6527, 1.6541, 3.4839], [1.3290, -4.9080, 1.8600], [-7.0581, 0.5018, -2.1644], [1.5320, 2.3187, 1.4697], [-1.6696, -0.8632, -2.2219], [3.7524, -0.6835, 0.7430], [1.9564, -2.2081, -1.5558], [-2.6649, 3.3783, 0.1403], [2.7879, 3.6814, -2.0607], [-1.1468, 1.8712, 0.3278], [-4.9540, -0.7771, -1.7439], [3.2772, 2.8551, -3.5598], [-2.7664, 2.5387, 1.6653], [-1.7295, 1.5453, 3.6523], [1.4914, 3.1999, -0.0758], [-1.6196, -2.7746, 0.5401], [-1.0068, -3.6816, 0.6690], [-2.5453, 2.3969, 0.6055], [-0.6260, -3.9198, -0.3442], [2.5174, 1.5025, -2.0716], [1.6187, -2.4009, -4.8949], [4.0306, -1.0800, -3.1565], [2.6056, -2.7095, -0.8278], [4.3265, 2.7632, -2.1317], [-0.6334, -3.4666, 3.5245], [-0.0010, -3.0215, 4.2955], [0.7689, -5.8015, 2.1808], [-2.6708, -0.2133, 3.4465], [5.0734, 0.0655, -1.3914], [-2.8559, -0.4949, 0.3644], [1.1603, -2.2535, 1.8486], [2.1325, 2.6122, 0.5964], [0.2754, -3.4889, 1.9599], [-4.9166, 3.8592, -3.3744], [5.6522, 1.4566, -0.4352], [2.2058, -4.7415, 2.5138], [-2.7318, 2.6865, -3.0065], [-3.5641, 0.9042, 2.4134], [3.2727, 2.7773, -2.4599], [4.0204, 2.8739, 1.6829], [4.0005, 0.3701, 0.4773], [-0.0117, -2.0847, -3.5295], [-1.6978, -4.4891, 0.9455], [2.4730, 1.0580, -0.3176], [2.2966, -1.9751, -2.8507], [1.4674, -0.7256, 0.4304], [-3.1720, -0.1142, 2.4789], [0.6407, -1.7182, -1.1802], [1.0529, 0.6027, 2.6658], [-6.0513, 2.2355, -2.7398], [-0.4288, 2.6022, 0.7044], [-0.8102, -2.3076, -4.2566], [0.2124, -2.2912, -0.3516], [-0.8454, -4.5009, 3.7997], [-4.8805, 2.8306, -2.9925], [-0.4701, 2.6242, 3.0068], [-6.0868, 0.9747, -2.3225]],
  "forces_ev_per_a": [[-1.55, 1.43, -0.22], [0.18, -0.09, -0.06], [0.30, 0.63, 2.61], [-0.15, 0.20, -0.13], [0.26, 0.01, -0.15], [-3.20, -0.56, 0.39], [0.05, -0.90, -0.68], [0.25, -0.19, -0.15], [0.04, 0.47, -0.16], [4.35, -0.17, -0.30], [-0.10, 0.30, -0.16], [1.02, -0.50, -0.45], [-0.07, -0.28, -0.02], [0.04, -0.41, -0.69], [-0.79, 1.10, 0.59], [0.13, 0.03, 0.26], [0.16, 0.32, -0.27], [-0.13, -0.12, 0.24], [0.04, -0.17, 0.07], [0.54, 0.00, 0.76], [0.21, 0.40, 0.08], [-0.86, -0.01, -0.56], [0.17, 0.15, -0.07], [-0.09, -0.13, 0.51], [-1.35, 0.97, -0.39], [-0.03, 0.43, 0.51], [0.16, -0.33, 0.01], [0.07, 0.15, 0.00], [0.19, 0.23, -0.14], [2.30, -0.79, 0.45], [0.24, -0.30, 0.12], [-1.87, 1.18, 3.20], [0.21, -0.02, -0.01], [0.24, -0.28, -0.15], [0.30, 0.28, -0.65], [-0.40, -0.08, 0.04], [-0.01, 0.05, 0.44], [0.20, -0.01, -0.19], [0.41, 0.10, -0.09], [0.06, -0.02, 0.23], [0.38, -0.64, 0.08], [-0.20, 0.01, -0.68], [-0.57, 0.26, 0.20], [0.01, -0.27, 0.72], [0.50, -0.47, -0.46], [0.14, 0.21, 0.28], [-1.40, -3.13, -1.05], [-0.13, 0.00, -0.39], [-0.47, -0.01, -0.09], [0.26, -0.02, -0.31], [0.00, -0.07, -0.01], [0.38, 0.15, -0.21], [-0.05, -0.09, -0.24], [0.26, 0.41, 0.79], [0.02, -0.18, 0.17], [-0.05, 0.50, -0.57], [-0.40, -0.32, -0.21], [-0.88, -1.00, 0.75], [0.10, -0.31, 0.22], [-0.22, -0.22, 0.13], [-0.43, -0.20, -0.26], [-0.29, 0.14, -0.13], [0.21, -0.30, -0.04], [0.14, 0.36, -0.10], [-0.16, 0.21, -0.12], [-0.78, 0.65, -0.41], [0.07, 0.07, -0.44], [0.26, 0.06, 0.14], [0.34, 1.76, 0.08], [3.02, 1.69, -2.24], [-0.95, 1.16, 0.50], [-0.40, 0.44, 0.63], [-1.31, -2.62, -1.31], [-0.33, -0.07, 0.28], [-0.03, -3.85, 1.31], [0.05, -0.19, -0.13], [0.69, 0.32, 0.14], [-0.38, -0.01, -0.86], [-0.12, 0.03, 0.09], [3.54, 2.49, -1.08], [0.01, -0.18, 0.10], [-2.32, 0.16, -0.08]]
}


# 3
{
  "formula": "C28H47BrNP3Pd",
  "method": "wB97M-V/def2-TZVPD",
  "homo_energy_ev": [-18.233, -19.228],
  "multiplicity": 5,
  "relative_energy_kcal_mol": 57.7,
  "charge": 4,
  "symbols": ["C", "H", "C", "C", "H", "H", "C", "H", "H", "H", "C", "C", "H", "H", "Br", "H", "Pd", "H", "H", "H", "C", "C", "C", "P", "H", "H", "C", "H", "H", "C", "C", "H", "H", "C", "H", "H", "H", "H", "H", "P", "H", "H", "C", "H", "H", "H", "H", "C", "H", "C", "H", "C", "C", "H", "C", "C", "H", "C", "C", "H", "N", "H", "C", "H", "C", "H", "H", "C", "C", "H", "H", "P", "H", "H", "C", "C", "H", "H", "H", "H", "H"],
  "coordinates": [[3.1652, -1.9771, 0.2083], [-2.9084, 0.5163, -0.0518], [0.9673, 0.7780, -4.2006], [8.8619, -4.0328, -0.9698], [9.4648, -5.8566, 2.3573], [-2.9055, -0.9663, -2.2029], [7.7730, -4.1260, -0.0650], [0.1887, 2.2841, -5.6047], [-1.5134, -4.0953, -3.5787], [-0.1962, -2.2146, -4.5669], [4.5239, 1.2082, -3.2921], [-2.4713, -1.0788, -4.2863], [-0.3599, -3.6980, -1.3001], [0.4505, -4.4553, -3.5404], [1.8277, 1.8527, 1.4930], [0.4617, -1.9399, 2.1102], [1.6174, -0.6219, -2.0272], [1.2527, -1.5324, -3.8588], [4.7637, 1.5375, 1.0276], [1.3136, -1.2598, 0.7603], [4.5479, -1.7883, 0.1213], [4.2324, 0.6006, 0.8248], [-2.0622, -0.7041, -2.8742], [-0.5244, -1.5472, -2.2758], [7.2007, -4.8613, 1.9187], [-3.0204, -3.4707, -2.8522], [10.0953, -4.6177, -0.6105], [-1.9658, 0.3920, -2.7756], [4.6266, 2.2849, -3.5214], [-2.5464, -0.4489, 0.3415], [-2.0414, -3.9106, -2.6351], [0.3964, 0.6683, -6.2693], [-3.4804, -0.7025, -4.4924], [0.8419, 1.4030, -5.5808], [-1.8437, -2.9304, -0.7152], [-0.5926, -2.6897, 0.9276], [1.9030, -3.6673, -4.1525], [-3.0215, -0.7749, 1.2794], [6.0912, -0.3510, 0.3746], [-0.7838, -0.2815, 0.7600], [-1.2282, -1.9214, 2.4787], [1.1778, 4.8453, -1.1477], [1.6376, 4.2161, -1.9128], [1.8315, 1.6673, -5.9926], [3.5971, 1.5038, -1.2953], [-2.6877, -1.2056, -0.4433], [-1.7892, -0.6695, -5.0346], [2.3089, -0.8880, 0.5098], [-1.4182, 1.6443, 2.1237], [5.0194, -0.4860, 0.4153], [8.7320, -3.4952, -1.9203], [1.1090, -3.5951, -3.4029], [0.4222, -2.2642, -3.6722], [-0.0628, 3.0373, -2.5715], [0.9117, 2.8588, -2.0469], [9.2913, -5.3421, 1.4170], [5.4610, 0.8606, -2.8393], [6.4831, -3.4934, -0.3655], [5.4487, -2.8302, -0.3434], [1.5723, -3.5818, -2.4100], [10.2965, -5.2436, 0.5413], [-2.2456, -4.8969, -2.2049], [-0.9135, 0.6858, 2.2977], [0.7938, 2.4157, -1.0164], [3.3980, 0.9854, -2.2622], [10.9278, -4.5405, -1.3123], [2.6971, 4.1541, -1.6110], [-0.5179, -1.8710, 1.6466], [-1.2384, -3.1118, -1.6137], [2.7459, -2.9713, 0.0610], [4.3754, 0.6062, -4.2109], [1.8405, 1.6016, -2.8713], [1.6108, 4.8141, -2.8292], [1.5803, -0.1337, -4.3601], [8.0060, -4.7941, 1.1677], [2.8599, 0.3371, 1.0406], [-0.0254, 0.5342, -3.7503], [3.2781, -0.1587, -2.1158], [-1.4225, 0.0507, 3.0381], [0.0928, 0.9406, 2.6603], [-2.5487, -2.1610, -4.4216]],
  "forces_ev_per_a": [[0.28, 0.47, -0.45], [-0.18, -0.41, 0.45], [0.18, -0.57, -0.62], [-0.52, -0.29, 0.94], [0.13, -0.04, -0.01], [0.73, -0.05, -0.33], [0.59, -0.33, -0.23], [0.27, -0.13, 0.12], [-0.22, 0.20, 0.27], [0.12, -0.18, -0.21], [0.46, -0.29, 0.07], [-0.28, -0.19, -0.56], [-0.34, 0.06, 0.08], [0.22, 0.13, 0.28], [0.74, 0.17, -0.28], [0.02, 0.09, 0.16], [-1.21, -0.80, 2.48], [-0.59, -1.06, -0.30], [-0.64, -0.25, 0.14], [0.65, 0.82, -0.29], [-0.79, 0.45, -0.70], [-0.29, -1.68, 0.57], [-0.34, 0.77, 0.26], [-1.34, -1.66, -0.18], [0.79, -0.21, -0.33], [0.24, -0.02, 0.06], [1.29, 0.20, -1.20], [0.02, -0.32, -0.06], [-0.09, -0.58, -0.03], [0.16, 0.25, -1.43], [-0.44, -0.43, -0.16], [0.14, 0.17, 0.28], [0.28, 0.16, 0.05], [-0.03, 0.58, -0.85], [0.20, -0.10, -0.32], [-0.21, -0.17, 0.43], [-0.02, -0.27, 0.21], [0.03, 0.31, -0.23], [0.10, 0.20, -0.19], [-1.97, -0.85, 3.09], [-0.24, -0.11, -0.51], [-0.23, -0.26, -0.02], [0.57, 0.63, 0.12], [-0.45, -0.03, 0.22], [-0.19, -0.64, -0.68], [-0.14, 0.33, 0.71], [-0.12, -0.04, -0.04], [0.46, -0.28, 1.50], [-0.10, -0.27, 0.15], [0.50, -0.40, 0.04], [0.47, -0.48, 0.46], [0.20, 0.01, -0.48], [0.40, 0.65, -0.22], [0.71, -0.59, 0.51], [-0.26, 0.84, 1.34], [0.07, -0.50, 1.01], [-0.11, 0.14, -0.17], [-1.00, 0.84, 0.67], [2.33, -0.54, 1.11], [-0.04, -0.30, -0.14], [-4.17, 1.66, -0.68], [0.03, 0.13, -0.02], [0.69, 1.30, 0.13], [-0.46, 0.63, -0.81], [0.74, 0.19, -0.21], [-0.01, -0.09, 0.16], [-0.34, -0.31, -0.14], [0.72, -0.58, -0.82], [0.60, -0.15, 0.63], [-0.03, 0.22, -0.13], [-0.04, 0.53, 0.41], [-0.96, 1.42, -1.14], [-0.05, -0.35, -0.02], [-0.51, 0.76, -0.17], [0.38, 0.30, -0.84], [0.78, 0.19, -2.29], [0.62, 0.08, -0.65], [1.87, 0.83, 0.23], [-0.13, 0.32, -0.39], [-0.89, -0.49, 0.20], [0.19, 0.25, -0.05]]
}